Density functional theory data (ωB97M-V/def2-TZVPD) for C27H19Cl2N4OSY as an isolated structure at a distorted geometry.

The relative energy (zero: lowest compared OMol25 entry of this formula, charge and spin) comes out at 0.0 kcal/mol. The calculation puts the HOMO-LUMO gap at 3.71 eV. Its LUMO energy is -0.090 hartree. As for the net charge: 0.

Geometry as XYZ:
```
55
Properties=species:S:1:pos:R:3:forces:R:3:mulliken_charge:R:1
Y -0.43052 -0.47234 1.37272 -0.30 1.14 0.25 1.5849
C -5.00424 0.72563 4.91974 0.11 0.02 -0.08 -0.3987
C -4.52207 -0.42038 5.54782 -0.04 0.04 0.04 -0.7066
C -3.38298 -1.04212 5.08602 0.26 -0.14 -0.22 -0.3068
C -2.70725 -0.52397 3.96951 -0.96 0.58 0.22 0.0257
C -3.18417 0.64059 3.35826 0.36 -0.22 -0.06 0.1529
C -4.32671 1.25601 3.83173 -0.21 0.08 0.13 -0.7009
N -1.54645 -1.09868 3.43005 0.64 -1.38 1.33 0.3046
N -1.05485 -2.02139 4.14597 -1.23 1.03 0.19 -0.5293
C 0.13667 -2.59927 3.76236 1.31 -0.69 -0.52 0.2214
C 0.60246 -3.65614 4.54960 -0.45 0.36 -0.03 -0.4022
C 1.79592 -4.26280 4.21989 0.27 0.03 -0.25 -0.3218
C 2.49991 -3.80072 3.11429 -0.08 -0.16 0.25 -0.6737
C 1.97996 -2.74231 2.39136 0.05 0.08 -0.23 -0.2541
N 0.82881 -2.14965 2.69905 -0.22 0.05 0.48 -0.1068
H -5.89752 1.20994 5.29144 0.00 0.00 0.00 0.3905
H -5.03997 -0.82073 6.40927 0.00 -0.03 -0.02 0.3660
H -2.99802 -1.92793 5.56709 -0.05 -0.04 0.03 0.4271
H -2.61834 1.09008 2.55105 0.00 0.02 0.00 0.4423
H -4.67784 2.16311 3.35861 0.02 -0.01 -0.03 0.4430
H 0.01168 -3.96230 5.40087 0.00 -0.01 0.00 0.4660
H 2.18316 -5.08052 4.81216 -0.03 -0.01 0.02 0.4034
H 3.43805 -4.24868 2.82067 0.00 0.03 -0.02 0.3923
H 2.49985 -2.35275 1.52398 -0.05 0.02 -0.02 0.4146
C 4.49748 1.54606 -8.32990 0.01 0.08 -0.01 -1.0784
C 3.62355 0.95825 -7.25655 -0.10 -0.23 0.15 0.7471
O 2.60790 1.44132 -6.84619 0.07 0.12 -0.07 -0.5101
S 4.30878 -0.58607 -6.63688 -0.07 -0.13 0.10 -0.2566
C 3.32142 -0.86574 -5.18411 0.22 0.11 -0.23 0.2421
C 3.96810 -0.90216 -3.95343 -0.10 -0.01 0.02 -0.4200
C 3.22643 -1.02533 -2.79319 -0.03 -0.03 -0.06 -0.6309
C 1.82998 -1.09725 -2.84809 0.16 0.12 0.01 0.3846
C 1.20248 -1.11531 -4.09442 -0.03 -0.04 -0.06 -0.6290
C 1.94363 -1.01097 -5.25982 -0.02 -0.04 0.11 -0.2576
C 1.08050 -1.09465 -1.62962 -0.04 -0.18 0.07 -1.2242
C 0.47233 -1.05231 -0.57100 0.86 -0.79 -1.61 0.2407
H 3.89323 2.08432 -9.05734 -0.03 -0.03 0.03 0.3075
H 5.09428 0.77561 -8.81515 0.02 0.03 -0.04 0.3527
H 5.17271 2.25440 -7.84650 0.02 0.00 -0.03 0.2818
H 5.04636 -0.82076 -3.91037 -0.01 0.06 0.01 0.3943
H 3.71805 -1.04050 -1.83000 -0.01 0.04 0.01 0.4011
H 0.12558 -1.20211 -4.14583 0.00 0.04 0.03 0.4325
H 1.45163 -1.02705 -6.22109 -0.01 0.06 -0.02 0.4231
Cl 0.24121 4.41092 1.92358 0.13 0.14 0.12 -0.2223
C -1.08473 3.83773 0.97732 -0.35 -0.33 -0.27 0.4276
C -1.93337 4.73604 0.37425 0.05 -0.03 0.01 -0.6204
C -2.99751 4.29110 -0.40790 -0.08 0.00 -0.06 -0.3538
C -3.21094 2.92999 -0.55404 -0.20 -0.02 -0.10 -0.9163
C -2.37343 2.03662 0.07717 0.34 0.72 0.32 1.2213
Cl -2.71292 0.30921 -0.07180 0.02 -0.12 -0.06 -0.2337
C -1.22979 2.40533 0.86637 -0.01 0.58 0.00 -0.3238
N -0.41485 1.55577 1.45849 -0.28 -0.84 0.16 -0.9592
H -1.76625 5.79716 0.50779 0.05 -0.01 0.00 0.3875
H -3.65246 4.99816 -0.89737 0.00 0.00 0.01 0.3725
H -4.03493 2.56955 -1.15790 0.01 -0.04 0.03 0.3860
```
Forces are in eV/Å.

***

Density functional theory data (ωB97M-V/def2-TZVPD) for one molecule with the formula C3H7N at a distorted geometry.

The relative energy (zero: lowest compared OMol25 entry of this formula, charge and spin) comes out at 40.2 kcal/mol. The calculation puts the HOMO-LUMO gap at 10.22 eV. Its LUMO energy is 0.047 hartree. As for the net charge: 0.

Geometry as XYZ:
```
11
Properties=species:S:1:pos:R:3:forces:R:3:mulliken_charge:R:1
C -1.41898 -0.03820 -0.04824 -1.65 -2.10 2.04 -0.7095
N -0.12761 -0.05354 -0.59175 1.60 0.99 -0.27 -0.2299
C 0.89510 0.78760 -0.05289 0.28 -1.44 0.48 -0.5475
C 1.00654 -0.74579 -0.01029 1.68 1.19 -1.92 -0.3013
H -1.65868 -1.14446 -0.15049 -0.88 1.39 0.44 0.2987
H -1.61693 0.32028 1.04664 0.99 -0.80 -1.35 0.2253
H -2.10734 0.58595 -0.60009 -0.03 -0.04 -0.62 0.2630
H 0.86448 1.28823 0.89301 -0.86 -0.01 0.73 0.2486
H 1.39849 1.39351 -0.73512 1.09 0.52 -1.31 0.2449
H 0.95395 -1.18097 0.95888 -0.28 -0.31 0.70 0.2972
H 1.81098 -1.21260 -0.70967 -1.95 0.62 1.08 0.2105
```
Forces are in eV/Å.

***

Density functional theory data (ωB97M-V/def2-TZVPD) for a 2-piece molecular cluster, C2HNO2 overall at a distorted geometry.

The relative energy (zero: lowest compared OMol25 entry of this formula, charge and spin) comes out at 20.0 kcal/mol. The calculation puts the HOMO-LUMO gap at 11.80 eV. Its LUMO energy is 0.032 hartree. As for the net charge: 0.

Geometry as XYZ:
```
6
Properties=species:S:1:pos:R:3:forces:R:3:mulliken_charge:R:1
C 0.44885 1.08347 -0.08245 -1.88 1.09 0.31 0.5771
C -0.83853 -1.21020 -0.35098 -1.57 -1.14 -0.23 0.0677
N 0.97745 0.07855 0.27731 0.68 2.02 1.19 -0.4071
O -0.28388 2.00246 -0.22521 1.53 -0.94 -0.21 -0.4273
O -1.67358 -1.20630 0.41019 0.31 0.12 -0.18 -0.1630
H 1.36969 -0.74797 -0.02886 0.93 -1.15 -0.88 0.3527
```
Forces are in eV/Å.

***

Density functional theory data (ωB97M-V/def2-TZVPD) for a 2-piece molecular cluster, C5H14NO overall at a distorted geometry.

The relative energy (zero: lowest compared OMol25 entry of this formula, charge and spin) comes out at 71.1 kcal/mol. Its spin multiplicity is 2. The calculation puts the HOMO-LUMO gap (alpha / beta) at 3.61 / 9.88 eV. Its LUMO energy (alpha / beta) is 0.025 / 0.021 hartree. As for the net charge: 0.

Geometry as XYZ:
```
21
Properties=species:S:1:pos:R:3:forces:R:3:mulliken_charge:R:1
C -0.80647 -1.10582 0.51474 1.42 -0.09 2.13 -1.4059
C 0.28299 -0.73742 -0.52433 -1.97 -1.67 -0.32 -0.4008
C 1.28173 0.22274 -0.06761 0.92 2.46 0.08 0.7988
C 1.20211 1.59935 0.08898 0.22 -2.46 -0.27 -1.3322
C 2.66442 -0.32367 0.08252 2.01 0.63 1.32 -1.6826
N -1.48668 0.12781 0.97738 -1.41 0.74 0.04 -0.7440
H -1.46515 -1.90342 0.18784 -0.73 0.47 -0.59 0.7160
H -0.42765 -1.53262 1.49487 0.41 0.31 -1.29 0.3058
H -0.27867 -0.34831 -1.43232 0.59 -0.60 0.70 0.3808
H 0.71176 -1.77156 -0.70475 -0.11 1.34 -0.38 0.2437
H 0.38415 2.27468 -0.06885 -0.56 -0.14 -0.15 0.6475
H 2.14606 2.05082 0.33036 0.16 0.43 0.17 0.2462
H 3.13632 0.03894 1.04263 -0.56 -0.56 -0.75 0.3287
H 2.81703 -1.38745 0.02083 -0.57 -0.57 0.27 0.4048
H 3.39220 0.03198 -0.65328 -0.40 0.38 -0.36 0.3532
H -0.77332 0.85788 1.20506 -0.45 -0.50 -0.72 0.2524
H -2.24612 0.41003 0.20855 1.18 0.17 0.31 0.4303
H -2.00237 0.00995 1.85778 0.06 -0.37 -0.24 0.6173
H -3.07661 -0.33072 -1.57651 0.13 -0.27 -1.10 0.4122
H -2.55768 1.26662 -1.76587 0.22 -0.13 -1.09 0.4158
O -2.89806 0.55019 -1.21801 -0.56 0.42 2.23 -0.9877
```
Forces are in eV/Å.

***

Density functional theory data (ωB97M-V/def2-TZVPD) for an isolated ion of composition C3H7FN3 and charge +1 at a distorted geometry.

The relative energy (zero: lowest compared OMol25 entry of this formula, charge and spin) comes out at 82.4 kcal/mol. The calculation puts the HOMO-LUMO gap at 9.72 eV. Its LUMO energy is -0.176 hartree. As for the net charge: +1.

Geometry as XYZ:
```
14
Properties=species:S:1:pos:R:3:forces:R:3:mulliken_charge:R:1
C 1.46115 -1.06917 0.02534 -2.80 -3.01 0.78 -1.0330
C 0.66248 0.15212 0.16614 -1.50 1.06 -0.43 0.6036
N 1.11446 1.16764 0.83982 -2.37 2.34 0.79 -0.3033
N -0.44366 0.25108 -0.60532 -1.52 -1.90 -0.40 -0.1780
N -1.60429 1.05103 -0.42892 -0.03 2.66 -1.19 -0.5265
C -2.18040 -0.23882 -0.44393 4.26 -0.55 -0.69 0.2715
F -2.40913 -0.86783 0.64903 -0.69 0.83 1.32 -0.1435
H 0.68472 -1.87514 -0.33253 1.87 1.33 0.55 0.2526
H 2.23066 -0.98494 -0.65211 1.44 0.42 -2.14 0.3382
H 1.99729 -1.46640 0.89929 -0.69 0.54 0.30 0.3956
H 1.98800 1.07913 1.26992 1.36 0.07 0.82 0.2385
H 0.49974 2.00611 1.12499 1.35 -1.88 -0.89 0.2939
H -1.72894 1.77398 -1.29445 -0.12 -2.59 2.49 0.3424
H -2.27207 -0.97881 -1.21727 -0.57 0.67 -1.31 0.4479
```
Forces are in eV/Å.

***

Number 1: E -73236.05680 eV. Number 2: E -4712.41230 eV. Number 3: E -7674.24231 eV. Number 4: E -8945.03118 eV. Number 5: E -10401.87571 eV.